{"formula": "C7H13N", "method": "ωB97M-V with the def2-TZVPD basis set", "de_lowest_ev": 2.6288, "e_tot_ha": -329.1749, "smiles": "C/C=C/N.C=CC=C", "symbols": ["C", "C", "C", "N", "H", "H", "H", "H", "H", "H", "H", "C", "C", "C", "C", "H", "H", "H", "H", "H", "H"], "xyz": [[-0.12363, 0.05306, 1.14950], [-0.69496, -1.18453, 1.77962], [-1.73626, -1.94072, 1.41847], [-2.11278, -3.06561, 2.14776], [-0.69281, 0.29036, 0.20437], [-0.12432, 0.93484, 1.82409], [0.94758, -0.16437, 0.80281], [-0.12888, -1.46220, 2.66177], [-2.48196, -1.71732, 0.66644], [-3.04943, -3.07568, 2.31979], [-1.59448, -2.96903, 3.05365], [-0.31618, 1.02925, -2.83936], [0.98638, 1.23912, -2.49097], [1.38666, 1.71537, -1.17692], [2.67916, 1.87301, -0.77413], [-1.10173, 1.31530, -2.13912], [-0.62465, 0.48100, -3.74438], [1.74885, 1.20737, -3.21813], [0.57296, 1.82931, -0.45899], [2.96034, 2.01314, 0.27072], [3.50011, 1.59833, -1.45698]], "forces_ev_per_a": [[0.33, -0.41, -1.68], [0.07, 0.44, -0.20], [-0.05, 0.97, 0.35], [3.95, -0.04, 1.24], [0.51, -0.06, 1.01], [0.02, -0.54, -0.37], [-1.38, 0.49, 0.59], [-0.11, -0.44, 0.19], [0.49, 0.36, -0.55], [-3.10, -0.23, 0.55], [-0.88, -0.78, -0.96], [1.29, -0.30, 0.46], [-2.34, 0.65, -0.10], [1.26, 0.29, 0.88], [-1.03, -1.06, -0.67], [0.11, -0.34, -0.06], [0.31, 0.76, 0.32], [0.89, -0.72, -0.79], [0.33, 0.25, -0.17], [-0.25, 0.33, -0.34], [-0.44, 0.39, 0.27]], "lowdin_charge": [-0.139, -0.195, -0.234, 0.021, 0.063, 0.079, 0.089, 0.091, 0.111, 0.029, 0.102, 0.016, -0.191, -0.224, 0.012, 0.050, 0.058, 0.081, 0.069, 0.052, 0.061]}


{"formula": "C6H13O2", "method": "ωB97M-V with the def2-TZVPD basis set", "spin_multiplicity": 2, "de_lowest_ev": 2.5706, "e_tot_ha": -386.7113, "charge": -2, "symbols": ["C", "O", "C", "C", "C", "C", "C", "H", "H", "H", "H", "H", "H", "H", "H", "H", "H", "H", "H", "H", "O"], "xyz": [[3.14099, 0.37213, 1.36679], [3.62470, -0.25057, 2.48001], [1.60411, 0.29841, 1.36132], [0.84282, 0.59906, 0.03247], [-0.61845, 0.29747, 0.18286], [-1.04376, -0.97275, 0.19987], [-2.49086, -1.38202, 0.23392], [3.53089, -0.08514, 0.43750], [3.32819, 1.49097, 1.44528], [1.34135, -0.76502, 1.46935], [1.15859, 0.83053, 2.21812], [1.03037, 1.62943, -0.27542], [1.35182, 0.03136, -0.74945], [-1.38178, 1.05590, 0.32036], [-0.33226, -1.78932, 0.24645], [-3.07449, -0.61227, 0.73134], [-2.61377, -2.19335, 0.96282], [-2.83395, -1.55635, -0.79139], [-2.31068, 1.76689, -3.84652], [-1.77049, 0.35654, -3.79905], [-2.48334, 0.87809, -4.22663]], "forces_ev_per_a": [[-0.54, 0.39, 2.02], [0.33, -0.05, -0.16], [-0.88, -1.07, -1.00], [0.88, 1.10, 0.74], [0.09, -1.41, -0.31], [-0.23, 0.66, 0.39], [0.47, 0.34, 0.91], [0.00, 0.41, -0.47], [0.40, -0.29, -0.83], [0.28, 0.09, 0.65], [0.27, -0.04, -0.24], [-0.31, 0.25, 0.06], [-0.43, -0.37, -0.03], [0.23, 0.32, -0.31], [0.23, 0.02, -0.47], [-0.26, 0.52, -0.48], [-0.08, -0.55, -0.70], [-0.34, -0.33, 0.34], [-0.16, 0.02, -0.14], [-0.15, -0.01, -0.11], [0.18, 0.01, 0.14]], "lowdin_charge": [-0.567, -0.431, -0.239, -0.269, -0.163, -0.217, -0.191, 0.073, 0.075, 0.082, 0.101, 0.075, 0.088, 0.074, 0.092, 0.047, 0.051, 0.037, -0.129, -0.097, -0.493]}


{"formula": "C17H19N", "method": "ωB97M-V with the def2-TZVPD basis set", "de_lowest_ev": 2.7780, "e_tot_ha": -713.8602, "smiles": "Cc1c[nH]c2ccccc12.CCc1ccccc1", "symbols": ["C", "C", "C", "N", "C", "C", "C", "C", "C", "C", "H", "H", "H", "H", "H", "H", "H", "H", "H", "C", "C", "C", "C", "C", "C", "C", "C", "H", "H", "H", "H", "H", "H", "H", "H", "H", "H"], "xyz": [[-2.78770, 2.74318, 1.96681], [-2.70334, 2.06310, 0.62817], [-2.19353, 2.50595, -0.57635], [-2.24644, 1.41851, -1.47071], [-2.56075, 0.29450, -0.76131], [-2.54632, -1.04147, -1.10843], [-3.16296, -1.96571, -0.29503], [-3.81347, -1.52296, 0.88272], [-3.67380, -0.20853, 1.37505], [-3.03122, 0.65119, 0.52860], [-3.32687, 3.68220, 2.01775], [-1.80158, 3.06712, 2.29392], [-3.07746, 2.01403, 2.73668], [-1.60472, 3.35125, -0.93861], [-1.82881, 1.26453, -2.35357], [-1.75296, -1.35781, -1.86663], [-3.41303, -2.98124, -0.57937], [-4.02324, -2.31395, 1.57058], [-4.11587, -0.04368, 2.35923], [2.85716, -3.18518, -0.57834], [3.86687, -2.16253, -0.08234], [3.39863, -0.77750, -0.17559], [2.88031, -0.27339, -1.47726], [2.46097, 1.05723, -1.48433], [2.08296, 1.80775, -0.33074], [2.65655, 1.33844, 0.83584], [3.36043, 0.15771, 0.84462], [1.89932, -2.83610, -0.21143], [3.15896, -4.17059, -0.27656], [2.69613, -3.17731, -1.64049], [4.15542, -2.43526, 0.89779], [4.80222, -2.22905, -0.63935], [2.92967, -0.68522, -2.46557], [2.55918, 1.52854, -2.46204], [1.33216, 2.55277, -0.56996], [2.66242, 2.04764, 1.66095], [3.90472, -0.17817, 1.74530]], "forces_ev_per_a": [[0.86, 0.14, 0.15], [0.21, 0.81, 0.27], [0.09, -1.21, -0.06], [0.42, -0.82, 1.41], [-1.53, -0.48, 1.06], [2.21, -1.02, -1.77], [-1.54, 0.82, 0.55], [1.62, 0.43, 0.30], [-0.71, -2.72, -0.23], [0.65, 2.69, -1.37], [-0.74, -0.18, -0.10], [0.43, -0.14, -0.09], [-0.38, 0.47, -0.28], [-0.76, 0.11, 0.58], [0.62, 0.69, -0.73], [-1.75, 0.22, 0.39], [0.93, -0.13, -0.11], [-1.05, -0.26, 0.32], [0.47, 0.59, -0.30], [-0.23, 0.96, -0.04], [0.98, -0.49, -0.93], [-2.15, 2.01, -3.04], [1.09, 1.45, 2.99], [-0.24, -0.51, -0.32], [0.85, -1.82, -1.97], [-0.70, 2.05, -0.19], [1.15, -2.10, 1.20], [-0.39, -0.65, 0.56], [-0.29, -0.50, 0.25], [0.39, 0.02, -0.69], [0.13, -0.03, 1.35], [0.11, -0.18, -0.29], [0.48, -0.90, 0.00], [-1.15, 0.13, 0.01], [0.60, 0.73, 0.92], [-0.18, -0.65, 0.40], [-0.51, 0.49, -0.20]], "lowdin_charge": [-0.047, -0.213, -0.033, 0.073, -0.242, -0.048, -0.101, -0.095, -0.028, -0.154, 0.071, 0.071, 0.070, 0.118, 0.133, 0.131, 0.098, 0.084, 0.112, -0.087, -0.237, -0.222, -0.014, -0.115, -0.080, -0.104, -0.074, 0.080, 0.069, 0.061, 0.094, 0.119, 0.096, 0.097, 0.094, 0.106, 0.120]}


{"formula": "C25H45ClFPW", "method": "ωB97M-V with the def2-TZVPD basis set", "spin_multiplicity": 3, "e_tot_ha": -1948.0144, "symbols": ["W", "P", "Cl", "C", "H", "H", "C", "C", "C", "H", "C", "H", "H", "C", "H", "H", "C", "H", "H", "C", "H", "H", "H", "H", "C", "C", "H", "C", "H", "H", "C", "H", "H", "C", "H", "H", "C", "H", "H", "H", "H", "C", "H", "C", "H", "H", "C", "H", "H", "C", "H", "H", "C", "H", "H", "H", "H", "C", "C", "H", "C", "H", "C", "H", "H", "C", "H", "H", "C", "H", "H", "H", "H", "F"], "xyz": [[-0.07652, 0.16235, 2.44174], [0.07323, 0.26368, -0.18435], [2.16946, 0.77990, 2.75550], [-0.53072, 1.47352, 4.37969], [0.37631, 2.08379, 4.48553], [-1.34904, 1.86615, 5.00577], [1.42222, -0.70424, -1.08770], [0.20232, 2.06802, -0.68767], [2.83703, -0.16330, -0.84536], [1.34746, -1.67567, -0.57005], [3.89051, -1.14885, -1.37560], [2.95474, 0.80189, -1.36344], [3.00032, 0.03115, 0.22470], [3.67954, -1.50203, -2.85080], [4.89067, -0.73130, -1.24263], [3.86216, -2.06956, -0.77933], [2.24415, -1.96971, -3.10111], [3.88404, -0.61956, -3.47306], [4.38777, -2.27773, -3.16791], [1.20711, -0.96366, -2.59008], [2.08691, -2.15365, -4.16776], [2.08128, -2.92933, -2.59371], [1.32035, -0.01242, -3.13401], [0.19721, -1.33931, -2.79736], [-1.54379, -0.31159, -0.97708], [0.61332, 2.40845, -2.13162], [-0.85171, 2.37346, -0.53891], [0.37217, 3.90322, -2.38797], [1.68207, 2.18240, -2.26221], [0.06121, 1.81355, -2.86869], [1.16234, 4.78796, -1.41178], [0.63887, 4.15247, -3.42155], [-0.70207, 4.11088, -2.27114], [0.89100, 4.39514, 0.04249], [2.23772, 4.68687, -1.62126], [0.90042, 5.84103, -1.56875], [1.07927, 2.89052, 0.27165], [1.54786, 4.95892, 0.71312], [-0.14205, 4.66638, 0.30068], [2.13869, 2.60800, 0.14031], [0.84377, 2.66707, 1.32109], [-1.71910, -1.83173, -1.06550], [-2.25298, 0.04914, -0.21325], [-3.15949, -2.17769, -1.47295], [-1.03357, -2.25886, -1.81135], [-1.46610, -2.29903, -0.10544], [-3.58812, -1.48996, -2.77475], [-3.27309, -3.26118, -1.57679], [-3.83853, -1.86440, -0.66969], [-3.33968, 0.01786, -2.72544], [-3.03502, -1.92164, -3.61952], [-4.64799, -1.67880, -2.97750], [-1.90133, 0.35201, -2.32108], [-3.56441, 0.47565, -3.69382], [-4.01868, 0.47661, -1.99525], [-1.21313, -0.01169, -3.10109], [-1.77919, 1.44111, -2.27004], [0.07288, -1.76859, 1.99350], [-0.38395, 0.01409, 4.52891], [0.28668, -2.15214, 0.99778], [-1.50042, -0.75683, 5.19515], [0.64676, -0.36598, 4.59783], [-1.17063, -2.25561, 5.23203], [-1.47704, -0.38866, 6.23415], [-2.51220, -0.58751, 4.76549], [-1.22362, -2.85523, 3.81694], [-0.14845, -2.36890, 5.65710], [-1.89670, -2.79000, 5.87058], [0.19553, -2.73357, 3.09241], [-1.47184, -3.93642, 3.88883], [-2.01674, -2.34864, 3.20793], [0.98948, -2.45045, 3.80908], [0.40848, -3.73963, 2.71248], [-2.05542, 0.06178, 2.18393]], "forces_ev_per_a": [[-0.38, -1.77, -3.45], [0.11, 0.17, -1.07], [0.34, 0.31, -0.05], [1.12, -1.99, 2.41], [-0.23, -0.23, -0.45], [-0.22, -0.01, -1.27], [-0.47, -0.02, 0.43], [-0.15, -0.30, 0.01], [0.11, 0.08, 0.13], [0.14, 0.09, -0.17], [0.04, -0.02, -0.03], [-0.02, -0.22, 0.09], [-0.04, -0.09, -0.26], [-0.16, 0.07, 0.02], [-0.01, 0.04, 0.06], [-0.08, 0.08, -0.01], [0.01, -0.03, -0.01], [-0.04, -0.06, 0.08], [-0.09, 0.13, 0.09], [0.02, 0.21, -0.03], [0.00, 0.02, 0.03], [0.02, 0.05, 0.00], [-0.03, -0.26, 0.06], [0.49, 0.15, 0.04], [0.18, 0.57, 0.31], [-0.07, 0.03, -0.03], [0.26, 0.12, -0.02], [0.10, 0.05, 0.06], [-0.22, 0.07, 0.00], [0.26, 0.19, 0.20], [-0.04, -0.09, -0.08], [-0.05, -0.02, 0.12], [0.13, -0.03, -0.05], [0.02, -0.08, -0.18], [-0.16, 0.00, 0.02], [0.09, -0.13, 0.00], [-0.02, 0.03, 0.24], [-0.08, -0.07, -0.04], [0.11, -0.05, 0.00], [-0.30, 0.09, 0.02], [0.00, 0.04, -0.25], [0.03, -0.19, 0.02], [0.00, -0.08, -0.16], [-0.13, 0.10, 0.05], [-0.17, 0.06, 0.18], [-0.21, 0.09, -0.18], [0.10, 0.03, -0.02], [0.06, 0.07, 0.05], [0.08, -0.02, -0.03], [0.01, 0.03, 0.14], [0.03, 0.04, 0.08], [0.11, -0.04, 0.07], [0.07, -0.09, -0.07], [0.00, -0.04, 0.05], [0.02, -0.06, -0.04], [-0.26, 0.18, 0.15], [-0.17, -0.29, 0.02], [1.28, 2.02, -0.09], [-1.32, 2.37, 0.93], [-0.20, -0.05, 0.09], [0.45, -0.39, 0.84], [-0.24, -0.05, 0.20], [-0.45, 0.05, -0.21], [-0.45, -0.08, -0.12], [0.81, 0.14, 0.08], [0.73, -0.55, 0.10], [-0.67, -0.18, -0.09], [0.35, 0.32, -0.06], [-1.47, -1.12, 0.71], [0.04, 0.63, -0.08], [0.69, -0.44, 0.47], [-0.38, -0.27, -0.22], [0.35, 0.15, 0.04], [0.24, 0.59, 0.12]], "lowdin_charge": [1.115, 1.046, 0.063, -0.140, 0.027, 0.073, -0.403, -0.429, -0.208, 0.094, -0.194, 0.102, 0.064, -0.204, 0.108, 0.117, -0.196, 0.114, 0.109, -0.203, 0.110, 0.117, 0.109, 0.075, -0.405, -0.214, 0.117, -0.193, 0.106, 0.083, -0.204, 0.110, 0.116, -0.197, 0.115, 0.107, -0.252, 0.112, 0.117, 0.110, 0.036, -0.200, 0.098, -0.189, 0.102, 0.094, -0.204, 0.109, 0.118, -0.196, 0.113, 0.108, -0.208, 0.110, 0.118, 0.102, 0.093, -0.331, -0.462, 0.001, -0.225, 0.068, -0.225, 0.114, 0.127, -0.194, 0.114, 0.108, -0.282, 0.102, 0.109, 0.098, 0.097, -0.517]}


{"formula": "C5H13N2O", "method": "ωB97M-V with the def2-TZVPD basis set", "de_lowest_ev": 2.4800, "e_tot_ha": -382.7705, "smiles": "CC(C)NC(=O)C[NH3+]", "charge": 1, "symbols": ["C", "C", "C", "N", "C", "O", "C", "N", "H", "H", "H", "H", "H", "H", "H", "H", "H", "H", "H", "H", "H"], "xyz": [[-1.75938, 1.50600, 0.39897], [-0.29484, 1.05740, 0.72651], [0.38049, 2.40773, 1.11572], [0.13241, 0.52945, -0.55036], [0.35188, -0.71841, -0.98723], [0.43224, -0.93600, -2.15025], [0.43833, -2.01441, -0.03560], [1.16586, -2.96269, -0.92999], [-2.11728, 1.57175, -0.60454], [-1.91481, 2.52995, 0.88283], [-2.60175, 0.88575, 0.77592], [-0.32235, 0.42074, 1.55837], [0.98281, 2.81514, 0.26868], [1.09644, 2.46424, 1.87913], [-0.30169, 3.13975, 1.41899], [0.30881, 1.13380, -1.34173], [0.74082, -1.99136, 1.01069], [-0.66717, -2.22232, -0.04135], [1.82051, -2.38571, -1.47067], [1.59754, -3.66876, -0.39527], [0.53114, -3.56204, -1.52881]], "forces_ev_per_a": [[-1.98, 1.17, 2.56], [-2.12, 3.46, -1.59], [1.77, -0.59, -2.11], [1.85, -1.67, 0.44], [-0.14, 0.75, 3.43], [0.82, -1.21, -2.90], [-2.76, 1.67, -1.27], [-1.58, -0.66, -0.16], [0.87, 0.27, -1.18], [-0.26, -1.55, -0.85], [0.85, -0.10, 0.48], [0.39, -1.54, 0.68], [-0.77, -0.21, 0.20], [1.16, -1.00, 1.38], [-1.19, 0.91, 0.09], [-0.52, 0.65, 0.30], [0.62, 0.10, -0.41], [1.07, -0.57, 0.20], [-0.15, -0.58, -0.53], [1.37, -0.86, 1.06], [0.70, 1.56, 0.16]], "lowdin_charge": [-0.056, -0.321, -0.037, 0.095, -0.486, 0.087, -0.019, 0.183, 0.067, 0.091, 0.083, 0.122, 0.103, 0.058, 0.045, 0.169, 0.132, 0.156, 0.170, 0.147, 0.211]}


{"formula": "C2H4O2P", "method": "ωB97M-V with the def2-TZVPD basis set", "de_lowest_ev": 3.4827, "e_tot_ha": -570.3825, "charge": -1, "symbols": ["C", "C", "O", "O", "P", "H", "H", "H", "H"], "xyz": [[-0.84683, -0.58997, -0.25107], [-0.34323, 0.61880, -0.28478], [0.68697, 0.46409, -2.98545], [0.31176, 2.79254, -2.00873], [0.34266, 1.33140, -1.84341], [-1.12466, -0.80256, 0.87446], [-0.83058, -1.21451, -1.07398], [-0.69583, 1.28765, 0.49020], [1.75194, 0.75532, 0.87563]], "forces_ev_per_a": [[-0.94, -0.26, 3.81], [0.04, 2.20, -1.43], [-0.28, -0.54, 0.89], [-0.23, -0.12, 0.67], [0.26, 0.23, 0.63], [0.02, -0.58, -2.74], [0.10, -1.73, -1.03], [1.11, 0.51, -0.24], [-0.08, 0.29, -0.57]], "lowdin_charge": [-0.169, -0.507, -0.363, -0.379, 0.511, 0.094, 0.010, 0.027, -0.224]}